Entry 1:
Density functional theory data (ωB97M-V/def2-TZVPD) for 2 unconnected molecules or ions with the total composition C2H8OS.

## Properties
HOMO energy = -9.616 eV
structure (SMILES) = CCO.S
calculated total energy = -15085.8532 eV
charge = 0
LUMO energy = 0.857 eV

CARTESIAN COORDINATES (ANGSTROEM)
S  0.8294  2.8489  -1.7954
H  0.8489  2.9326  -0.4611
H  0.7950  1.5090  -1.7862
C  -0.5378  -1.2466  0.1148
O  0.0630  -0.5948  -1.0417
C  0.0056  -0.5875  1.3857
H  -1.6178  -1.1403  0.0291
H  -0.2797  -2.2977  0.0041
H  -0.6387  -0.1692  -1.5358
H  0.7393  0.1517  1.0707
H  -0.7588  -0.1149  1.9990
H  0.5516  -1.2912  2.0168


Entry 2:
Density functional theory data (ωB97M-V/def2-TZVPD) for 2 unconnected molecules or ions with the total composition C2H8OS.

## Properties
HOMO energy (alpha / beta) = -13.607 / -13.596 eV
multiplicity = 2
calculated total energy = -15075.7328 eV
charge = +1
LUMO energy (alpha / beta) = -4.655 / -9.356 eV

CARTESIAN COORDINATES (ANGSTROEM)
C  -0.1163  2.7959  0.3315
S  1.0084  1.4030  0.0270
H  0.4880  3.5622  1.0835
H  -1.1397  2.4702  0.6718
H  -0.4013  3.2245  -0.7292
H  1.4982  1.4560  1.2968
C  -0.1842  -2.3260  -0.7260
O  -0.1501  -2.4048  0.6836
H  0.5053  -1.5214  -1.0535
H  -1.1586  -2.0812  -1.0670
H  0.1898  -3.2554  -1.3185
H  -0.5395  -3.3231  0.8000


Entry 3:
Density functional theory data (ωB97M-V/def2-TZVPD) for a molecular structure, C2H8OS2Si.

## Properties
HOMO energy = -8.678 eV
calculated total energy = -33798.5849 eV
charge = 0
LUMO energy = 0.372 eV

CARTESIAN COORDINATES (ANGSTROEM)
C  0.6145  -0.6446  1.8678
C  0.9715  -0.2751  -1.5565
O  -1.4067  0.6702  -0.1048
Si  0.2073  0.6950  -0.1286
S  -2.8727  1.3220  -0.3117
S  1.0618  2.6539  0.4294
H  -0.2806  -1.1406  2.1595
H  1.4410  -1.2832  1.7467
H  0.7338  0.0599  2.7045
H  0.4651  -1.1958  -1.7599
H  1.3088  0.2958  -2.5274
H  1.8996  -0.4969  -1.1670
H  -2.7982  2.0035  0.9589
H  1.9939  2.4591  1.3011


Entry 4:
Density functional theory data (ωB97M-V/def2-TZVPD) for 2 unconnected molecules or ions with the total composition C2H8OSi2.

## Properties
HOMO energy = -10.203 eV
calculated total energy = -20004.2646 eV
charge = 0
LUMO energy = 0.823 eV

CARTESIAN COORDINATES (ANGSTROEM)
C  -0.7837  -0.1945  -3.8191
C  -0.6074  -1.1070  -0.3655
O  -1.0021  0.8952  -3.4322
Si  0.8715  1.3749  1.1981
Si  0.0881  -0.8243  1.4074
H  -1.2260  -2.0057  -0.4362
H  0.1574  -1.2733  -1.0300
H  -1.1837  -0.1304  -0.7916
H  2.2670  1.5846  1.2218
H  0.4264  1.8930  -0.2505
H  0.5802  2.4557  2.2781
H  1.3053  -1.7770  1.5512
H  -0.8931  -0.8911  2.4684